(1)
DFT (wB97M-V/def2-TZVPD) results for a structure of composition C25H46Br4F9FeNO12S3.

Last column: Mulliken charge in e.
Positions of all 101 atoms, in Å:
Fe 1.4245 0.9778 1.0484  0.8387
C 1.4378 -1.6427 6.8127  -1.0476
C 0.0669 -1.8347 7.4381  1.0632
C 0.0759 -3.0908 8.3409  -1.4958
O -0.4420 -0.7397 8.0893  -0.9829
H 1.7476 -2.6453 6.4760  0.1524
H 2.2296 -1.4149 7.5341  0.4727
H 1.3735 -0.9593 5.9680  0.1396
H -0.6165 -2.0971 6.6026  -0.2969
H 0.8474 -3.0279 9.1136  0.3455
H 0.3760 -3.9205 7.6781  0.2895
H -0.9087 -3.3757 8.7096  0.3875
C 0.8852 3.5464 -2.1331  -0.8646
C 1.6016 2.8344 -0.9820  2.8458
C 3.0812 3.2833 -0.8386  -1.4953
O 0.8412 2.8180 0.2044  -0.9893
H -0.1304 3.1903 -2.3064  -0.0644
H 1.3499 3.1053 -3.0252  -0.1349
H 0.9755 4.6177 -1.9624  0.4860
H 1.6710 1.7654 -1.2732  -1.4166
H 3.8588 2.5281 -0.7493  0.0832
H 3.0673 4.0357 -0.0456  0.3565
H 3.3790 3.8354 -1.7408  0.4455
C -3.1613 0.8587 2.6271  0.5332
F -3.3209 0.4843 1.3495  -0.2963
F -4.0974 1.7535 2.9022  -0.2350
F -3.2593 -0.1490 3.4757  -0.2311
S -1.4488 1.6296 2.7472  1.5124
O -1.1869 1.7015 4.1728  -0.6973
O -0.4645 0.7950 2.0539  -0.8280
O -1.6147 2.9291 2.0734  -0.6555
C -0.6182 -2.3355 2.4899  0.5297
F -1.6034 -2.0648 1.6555  -0.0142
F -0.7963 -1.7253 3.6453  -0.1629
F -0.5959 -3.6471 2.6646  -0.2446
S 1.1016 -1.9333 1.6297  1.0071
O 1.7047 -0.9286 2.4726  -0.6611
O 1.8521 -3.1370 1.4464  -0.6629
N 0.8037 -0.8516 0.3524  0.2749
S 0.4261 -1.8200 -0.8095  0.3070
O 1.5238 -1.9447 -1.7441  -0.6285
O -0.2916 -3.0465 -0.5339  -0.4594
C -0.8850 -0.7593 -1.7337  0.4155
F -1.9014 -0.5924 -0.8918  0.0558
F -0.3311 0.3888 -2.0683  -0.1510
F -1.2932 -1.4301 -2.8166  -0.2020
C -3.7967 4.6785 -2.1571  -0.6407
C -3.5815 3.2031 -1.8664  -0.5371
C -2.7684 3.2590 -0.5362  0.3852
O -2.1072 4.5224 -0.5347  -0.3340
C -2.5880 5.3952 -1.5668  -0.5133
H -4.6531 5.1542 -1.6736  0.2850
H -3.9304 4.8165 -3.2343  0.3250
H -2.9604 2.6309 -2.5648  0.1298
H -4.4728 2.5733 -1.8297  0.4056
H -2.1306 2.3822 -0.5764  -0.2655
H -3.5742 3.1716 0.1931  0.2628
H -1.7991 5.4439 -2.3219  0.2270
H -2.9217 6.3445 -1.1522  0.2727
C 5.3671 -0.0485 -0.3638  -0.5139
C 5.5507 -0.3245 1.1195  -0.6700
C 4.4653 0.5594 1.6928  -0.5845
O 3.3994 0.5020 0.6917  0.4038
C 3.8633 -0.1938 -0.4976  -0.2334
H 5.9282 -0.7226 -1.0129  0.3736
H 5.6391 0.9671 -0.6598  0.2743
H 6.5358 -0.0543 1.5036  0.3921
H 5.3961 -1.3707 1.3822  0.3168
H 4.6893 1.6224 1.7888  0.3059
H 4.1306 0.2097 2.6695  0.2515
H 3.4271 0.1183 -1.4453  -0.3024
H 3.5584 -1.2321 -0.3466  0.4116
C 3.7718 1.0712 -5.9764  -0.5099
C 2.6687 0.0260 -6.2074  -0.7194
C 2.1992 -0.3125 -4.7641  -0.3495
O 2.8587 0.6203 -3.8924  -0.0919
C 3.3407 1.6811 -4.6920  -0.5901
H 3.8004 1.8528 -6.7377  0.3129
H 4.7404 0.5795 -5.8764  0.2847
H 3.0686 -0.7833 -6.8180  0.3341
H 1.8580 0.4745 -6.7832  0.2772
H 2.4139 -1.3236 -4.4245  0.3693
H 1.1146 -0.1744 -4.7737  0.0842
H 4.1387 2.1013 -4.0710  0.3240
H 2.6269 2.5032 -4.8362  0.2426
Br -2.6950 -4.3048 -2.7463  -0.1420
C -3.7547 -5.3014 -1.3997  -0.5796
C -2.8436 -5.5524 -0.2135  0.0364
Br -3.8899 -6.1016 1.3314  -0.1546
H -4.0899 -6.2411 -1.8352  0.4220
H -4.6617 -4.7460 -1.1763  0.2461
H -2.1917 -4.6914 -0.0661  -0.2791
H -2.1635 -6.3780 -0.4094  0.4235
Br -5.0703 -0.9139 -3.0379  -0.2134
C -5.7522 -1.7655 -1.3717  -0.5944
C -4.6806 -1.9060 -0.2673  0.5856
Br -5.3957 -2.6186 1.4098  -0.1524
H -6.0333 -2.7815 -1.6378  0.3357
H -6.6047 -1.1744 -1.0608  0.4468
H -4.3658 -0.9168 0.0419  -0.2625
H -3.8088 -2.4951 -0.5287  -0.1378

## Properties
- Spin multiplicity: 5
- Total charge: -2


(2)
DFT (wB97M-V/def2-TZVPD) results for a cluster of 3 separate species, C4H4O2S3 in total.

Last column: Mulliken charge in e.
Positions of all 13 atoms, in Å:
S 2.6234 -1.9152 -4.2096  -0.2272
C 1.6160 -1.4467 -3.1041  -0.0375
C 1.1173 -0.9252 -2.0090  0.0164
S 1.3768 0.7998 -1.5305  -0.1622
H 0.4803 -1.5561 -1.2694  0.2443
H 2.2161 1.0788 -2.6278  0.1512
O 1.2243 1.2414 -4.8245  -0.3438
C 0.6099 0.5097 -5.4811  0.6349
S -0.1917 -0.4042 -6.4373  -0.2773
C -2.6857 -0.3361 2.5486  -0.0092
O -2.6094 0.7573 3.0084  -0.3549
H -3.2743 -1.0280 3.2254  0.2268
H -2.0975 -0.7313 1.6108  0.1384

## Properties
- Spin multiplicity: 1
- Energy relative to the best compared isomer or geometry (same formula, charge and spin): 0.0000 eV
- SMILES: S=C=CS.O=C=S.C=O


(3)
DFT (wB97M-V/def2-TZVPD) results for a structure of composition C62H105F6N6O34S2Sr.

Last column: Mulliken charge in e.
Positions of all 216 atoms, in Å:
Sr 1.1511 -0.7744 3.3455  0.9177
C -3.2635 -1.9466 6.5158  -1.0683
C -1.9323 -1.5371 6.3908  0.8190
C -1.6193 -0.3573 5.5121  0.3108
O -0.3864 -0.0646 5.2944  -0.9584
C -2.6117 0.3827 4.8909  -0.6148
C -3.9781 -0.0454 4.9852  0.5220
C -4.3456 -1.2210 5.9321  0.3758
O -5.5378 -1.4434 6.1687  -0.7538
O -4.8701 0.4982 4.3660  -0.7020
O -0.9932 -2.1525 6.9415  -0.8352
H -3.4705 -2.8351 7.0972  0.4043
H -2.4893 1.2307 4.2314  0.3702
C 1.1235 -2.5734 -0.6876  -0.0078
F 1.2414 -3.6406 0.1055  -0.0837
F 1.7608 -2.8146 -1.8178  -0.1476
F -0.1596 -2.3759 -0.9057  -0.0840
S 1.9261 -1.1345 0.2051  0.8716
O 2.6425 -1.7704 1.2964  -0.0450
O 2.7183 -0.4201 -0.7349  -0.7026
N 0.5994 -0.3402 0.9822  -0.2543
S 0.1009 0.6793 -0.1489  -0.2628
O 0.8701 1.8858 0.0556  -0.4928
O 0.0059 0.2791 -1.5241  0.0349
C -1.6436 1.1247 0.4202  -0.4376
F -1.7914 1.3055 1.7049  0.0221
F -1.8644 2.3195 -0.1706  0.0723
F -2.5065 0.2677 -0.0845  0.1461
C -1.7187 -2.5962 2.3927  -1.0545
O -0.3951 -2.6192 2.9354  2.1371
C 0.0588 -3.9721 3.1128  -2.0206
C 1.5446 -4.1426 3.4369  0.8760
N 2.0978 -2.9966 4.2263  -0.5045
C 1.6817 -3.0429 5.6569  -0.4337
C 2.3089 -1.9236 6.4713  -1.2618
O 2.2373 -0.6930 5.7653  0.7519
C 2.8588 0.3287 6.5097  -1.2136
H -2.3340 -3.2244 3.0442  0.5026
H -1.7211 -2.9557 1.3591  0.3526
H -2.1408 -1.5929 2.4027  -0.2401
H -0.3790 -4.6099 2.3396  0.5199
H -0.5123 -4.2339 4.0225  0.6120
H 2.0485 -4.1838 2.4723  -1.2440
H 1.5968 -5.0550 4.0310  0.7405
H 3.0982 -3.1784 4.1756  0.1348
H 2.0716 -3.9411 6.1582  0.2997
H 0.5939 -2.9994 5.7641  0.3652
H 3.3717 -2.1029 6.7035  0.5717
H 1.7433 -1.8448 7.4073  0.3915
H 3.9155 0.0691 6.6836  0.2741
H 2.3796 0.4363 7.4840  0.2836
H 2.8112 1.2231 5.8940  0.2581
C 1.2101 5.0203 0.0292  0.2548
O 1.9894 5.5539 -1.0133  -0.3114
C 1.6651 6.8241 -1.4441  -0.7418
C 0.3014 7.1052 -2.0574  -0.7319
N -0.1350 6.3605 -3.2308  -0.1172
C 0.8933 6.3752 -4.2791  -0.6406
C 0.5580 5.6015 -5.5238  0.4676
O -0.4536 6.1617 -6.3038  -0.4559
C -1.1346 5.2446 -7.1481  -0.3082
H 1.5555 3.9919 0.1249  -0.6159
H 0.1565 4.8833 -0.2355  0.1176
H 1.3678 5.5310 0.9867  0.5167
H 2.4446 7.1936 -2.1172  0.4388
H 1.7540 7.5402 -0.6041  0.4329
H 0.4077 8.1636 -2.3329  0.5354
H -0.4684 7.0591 -1.2959  0.1224
H -0.1020 5.3804 -2.9274  -0.0105
H 1.7754 5.8196 -3.8995  0.2895
H 1.2606 7.3842 -4.4968  0.4349
H 0.2010 4.6170 -5.1841  -0.4573
H 1.4786 5.4224 -6.0969  0.2884
H -1.9424 4.8049 -6.5542  -0.0786
H -0.4682 4.4782 -7.5602  0.2439
H -1.5904 5.7628 -7.9933  0.3446
C 5.4489 -3.6351 1.3280  -0.3602
O 4.9459 -3.1879 0.0805  0.0938
C 5.8278 -3.3878 -1.0176  -0.8283
C 5.0900 -3.2868 -2.3428  0.2009
N 6.0568 -3.6022 -3.4433  -0.3394
C 6.6871 -2.4211 -4.0084  -0.2303
C 7.1113 -2.6733 -5.4550  -0.6120
O 8.2806 -1.9666 -5.7716  -0.3074
C 8.9341 -2.4828 -6.8710  -0.7583
H 4.5219 -3.8664 1.8566  -0.2908
H 6.0609 -2.8853 1.8409  0.0701
H 6.0596 -4.5471 1.2492  0.5121
H 6.2125 -4.4202 -0.9223  0.3387
H 6.7129 -2.7340 -0.9938  0.2413
H 4.6394 -2.3141 -2.5204  0.0864
H 4.3186 -4.0560 -2.4104  -0.1967
H 6.7995 -4.1561 -3.0276  0.2965
H 7.5683 -2.0309 -3.4833  0.2651
H 5.9364 -1.6315 -4.0412  0.1549
H 6.2564 -2.4571 -6.1174  0.3244
H 7.2461 -3.7537 -5.6254  0.3467
H 8.3841 -2.2961 -7.7996  0.2955
H 9.1939 -3.5478 -6.8293  0.3308
H 9.8898 -1.9598 -6.9286  0.2631
C 7.4319 0.1195 5.7131  -0.8576
O 6.1980 -0.2101 5.1216  -0.1988
C 6.2474 -0.2860 3.6803  -1.1307
C 4.8820 -0.7213 3.2085  -0.1794
N 3.7766 0.2112 3.4214  0.7800
C 3.8704 1.4253 2.5756  -0.6368
C 2.8077 2.4198 3.0172  -0.9908
O 1.5447 1.8901 3.4348  0.9561
C 0.4966 2.8196 3.2966  -0.6724
H 8.0350 -0.7973 5.7791  0.3231
H 7.2307 0.4528 6.7302  0.2321
H 7.9945 0.9054 5.2016  0.3192
H 6.8986 -1.1693 3.5236  0.5065
H 6.6262 0.6210 3.2014  0.3590
H 4.6843 -1.7254 3.6007  -0.0509
H 4.8893 -0.9740 2.1388  0.0286
H 3.9321 0.5670 4.3663  0.0363
H 3.6622 1.0827 1.5575  0.2026
H 4.8581 1.8830 2.6505  0.4623
H 2.7069 3.2217 2.2810  0.3116
H 3.1667 2.9125 3.9415  0.4613
H 0.2576 3.1413 2.2702  -0.0288
H 0.7195 3.7410 3.8511  0.4925
H -0.4244 2.3400 3.6278  -0.1676
C -6.9189 4.8036 2.3175  -0.7051
O -6.4233 3.5123 2.1584  -0.2335
C -6.0010 3.2027 0.8608  -0.4086
C -5.1987 1.9121 0.7770  1.1141
N -6.1707 0.8614 0.5781  -0.2506
C -5.6727 -0.3982 0.0705  -1.0290
C -5.0245 -1.3138 1.1205  1.1244
O -5.9672 -1.4632 2.1023  -0.4959
C -5.7367 -2.5507 2.9416  -0.3110
H -7.0542 4.9618 3.3941  0.2464
H -7.9739 4.8733 1.9994  0.3127
H -6.2658 5.6048 1.9539  0.1760
H -5.3502 4.0489 0.5519  -0.0191
H -6.8041 3.2424 0.1010  0.3234
H -4.6149 1.8254 1.6986  -0.1894
H -4.5486 2.0033 -0.1145  -0.7055
H -7.0040 1.1631 0.1087  0.3738
H -5.1220 -0.1792 -0.8644  0.0852
H -6.5677 -0.9739 -0.2022  0.5885
H -4.0763 -0.8928 1.4812  -0.5943
H -4.7852 -2.2025 0.5177  0.1782
H -6.6185 -2.7886 3.5353  0.2480
H -4.8745 -2.4641 3.6100  -0.1481
H -5.5998 -3.4848 2.3585  0.2382
C -3.5905 -3.0906 -5.5300  -0.7115
C -4.8569 -3.6646 -5.5028  -0.6543
C -5.7511 -3.3326 -4.5014  0.6565
C -5.3883 -2.3829 -3.5586  -0.4519
C -4.1241 -1.7964 -3.5567  0.5976
C -3.2216 -2.2155 -4.5208  -0.2066
O -1.9307 -1.7243 -4.5170  -0.4553
O -7.0153 -3.8561 -4.4860  -0.6238
H -2.9162 -3.2364 -6.3633  0.4692
H -5.1532 -4.2979 -6.3314  0.4269
H -6.0305 -2.1588 -2.7141  0.1257
H -3.9223 -0.9716 -2.8844  0.2627
H -1.7198 -1.1558 -3.7631  0.1398
H -7.4783 -3.5028 -3.7188  0.3287
C -2.8309 5.1646 2.0734  0.1171
C -3.0425 5.7989 0.8597  -0.5962
C -3.6472 7.0458 0.8376  0.2181
C -3.9989 7.6793 2.0268  -0.4550
C -3.8917 7.0022 3.2256  -0.7101
C -3.3365 5.7319 3.2343  0.5156
O -3.2442 5.0456 4.4131  -0.5926
O -3.7467 7.8010 -0.3340  -0.6531
H -2.4032 4.1697 2.0261  0.3093
H -2.7349 5.3612 -0.0853  0.4126
H -4.3202 8.7098 1.9388  0.3996
H -4.1818 7.5356 4.1200  0.4082
H -2.5397 4.3907 4.3727  0.2552
H -3.8480 7.2103 -1.0903  0.3341
C -3.5823 1.5165 -4.3412  -0.2813
C -3.5662 2.9087 -4.9955  -0.6413
O -2.3803 3.5295 -4.4478  -0.3259
C -1.9040 2.8019 -3.4192  -0.9107
O -0.9923 3.1189 -2.7354  0.3558
O -2.6786 1.6983 -3.1986  0.5325
H -3.1444 0.7207 -4.9398  0.2139
H -4.6020 1.3908 -3.9858  0.2442
H -4.3978 3.5404 -4.6866  0.3326
H -3.4612 2.8536 -6.0769  0.4040
C -2.5855 -5.7081 -2.2715  -0.1891
C -3.4717 -6.9594 -2.1963  -0.4057
O -4.5626 -6.4611 -1.4040  -0.4125
C -4.6607 -5.1124 -1.5619  0.4306
O -5.5321 -4.4877 -1.0875  -0.4761
O -3.5241 -4.6345 -2.1175  0.0846
H -2.0370 -5.5219 -3.1902  0.3520
H -1.9037 -5.7574 -1.4262  0.0658
H -3.0595 -7.7380 -1.5597  0.3171
H -3.7689 -7.3416 -3.1730  0.2607
C 1.6201 2.0353 -4.7891  -0.0081
C 1.5363 0.4981 -4.5758  0.7925
O 0.4496 0.0906 -5.3835  -0.2658
C 0.0085 1.1097 -6.1496  0.6307
O -0.8393 1.0186 -6.9589  -0.5708
O 0.6593 2.2552 -5.8793  -0.2721
H 2.5423 2.4190 -5.2121  0.4242
H 1.1950 2.5634 -3.9369  -0.1941
H 1.3945 0.3435 -3.5086  -0.4628
H 2.4967 0.0712 -4.8744  0.1032
C 2.9221 -6.2669 -0.6488  0.5975
C 4.3087 -6.8760 -0.3684  -0.1844
O 4.2053 -7.4551 0.9115  -0.3932
C 3.1236 -6.9202 1.5388  0.5995
O 2.8161 -7.0752 2.6666  -0.5123
O 2.3952 -6.1842 0.6610  -0.1823
H 2.3449 -6.8788 -1.3409  0.3390
H 2.9435 -5.2606 -1.0544  -0.4979
H 5.1547 -6.2163 -0.5564  -0.0250
H 4.4824 -7.7171 -1.0479  0.3581

## Properties
- Spin multiplicity: 1
- Total charge: -1


(4)
DFT (wB97M-V/def2-TZVPD) results for an isolated molecule of C7H10N2.

Last column: Mulliken charge in e.
Positions of all 19 atoms, in Å:
C -2.1327 -0.8116 -0.1368  -0.6653
C -2.4562 0.5098 0.4775  -0.5907
C -1.3688 0.4076 -0.5616  -0.1794
C 0.0608 0.6183 -0.1940  0.9101
C 1.0070 -0.5087 0.0514  -0.2188
C 2.3242 -0.5321 -0.6804  -0.5877
C 2.2938 -0.2742 0.7909  -0.6371
N 0.3600 1.9506 0.5967  -0.4740
N 0.6298 1.8932 -0.5938  -0.3853
H -1.6358 -1.5497 0.4717  0.2459
H -2.8317 -1.2392 -0.8395  0.2756
H -3.3774 0.9967 0.1964  0.2845
H -2.1637 0.6866 1.5008  0.2557
H -1.6123 0.8155 -1.5396  0.3929
H 0.5149 -1.4555 0.2264  0.3193
H 2.5381 0.2972 -1.3381  0.2587
H 2.6999 -1.4807 -1.0288  0.2776
H 2.6502 -1.0485 1.4553  0.2658
H 2.5000 0.7249 1.1454  0.2522

## Properties
- Spin multiplicity: 1
- Energy relative to the best compared isomer or geometry (same formula, charge and spin): 3.9610 eV
- SMILES: C1CC1C1(C2CC2)N=N1


no.,F_max (eV Å⁻¹),HOMO energy (eV)
1,5.3,-0.1
2,2.3,-8.2
3,4.4,-3.4
4,2.1,-8.8